(1)
DFT (wB97M-V/def2-TZVPD) results for C20H36BN10O3P2ReSe as an isolated structure.

HOMO level (alpha / beta), eV: -17.06 / -17.05
Energy relative to the best compared isomer or geometry (same formula, charge and spin), kcal/mol: 0.00
Frontier orbital gap (alpha / beta), Eh: 0.198 / 0.211

The geometry in ORCA input format:
```
! wB97M-V def2-TZVPD RIJCOSX def2/J DEFGRID3
* xyz 3 2
Re -0.47602 -0.76717 -0.36950
C -1.99665 3.50583 -0.09114
N -0.68284 2.96782 0.24430
C 0.42914 3.71433 -0.31743
P -0.60676 1.90034 1.48747
O -1.21367 0.57295 1.10872
O 0.96458 1.67207 1.80370
P 2.06741 0.65140 1.14157
O 1.46768 0.09106 -0.10861
N 3.36736 1.58455 0.78896
C 4.36389 1.08969 -0.15233
C 3.84528 2.63182 1.67858
N 2.29696 -0.53056 2.28002
C 1.17634 -1.27205 2.82764
C 3.55356 -0.74461 2.97774
N -1.33591 2.42468 2.85312
C -1.85125 1.50760 3.85043
C -1.31769 3.81852 3.24781
H -2.11361 4.53460 0.26035
H -2.77179 2.89310 0.36646
H -2.12339 3.50637 -1.17451
H 0.34568 4.78164 -0.09614
H 0.42707 3.59041 -1.40308
H 1.36664 3.33334 0.07512
H 3.96800 0.22705 -0.68244
H 5.28689 0.80855 0.36211
H 4.61000 1.87240 -0.87434
H 3.01145 3.04401 2.24114
H 4.29371 3.42583 1.07671
H 4.60326 2.26525 2.37635
H 0.26493 -1.07224 2.25778
H 1.00593 -1.00907 3.87465
H 1.39134 -2.33994 2.77554
H 4.36482 -0.27038 2.43513
H 3.76287 -1.81482 3.03067
H 3.52484 -0.35793 3.99974
H -1.84522 0.48982 3.46738
H -2.87439 1.78225 4.10931
H -1.25391 1.54902 4.76248
H -0.95036 4.43348 2.43029
H -0.68669 3.96864 4.12584
H -2.32795 4.13604 3.51381
B 1.67274 -1.55541 -3.02065
N 1.33115 -2.60987 -1.96819
C 1.90430 -3.80536 -1.84617
C 1.34791 -4.46760 -0.75340
C 0.41523 -3.58621 -0.24600
N 0.41219 -2.46355 -0.99253
N 0.51849 -0.57723 -3.22746
C 0.31825 0.14095 -4.33193
C -0.78553 0.97090 -4.14263
C -1.20891 0.70238 -2.85362
N -0.40958 -0.23460 -2.31530
H 2.65571 -0.96595 -2.69741
H 1.89504 -2.09530 -4.05438
H 2.65594 -4.15987 -2.52410
H 1.57722 -5.45109 -0.40116
H -0.26383 -3.71397 0.57812
H 0.93510 0.03220 -5.20142
H -1.22615 1.65038 -4.84450
H -2.04586 1.09789 -2.30671
Se -3.40409 -1.06824 1.11022
N -2.33152 -1.49072 -0.36194
C -3.05896 -2.28701 -1.17326
C -2.68722 -2.76359 -2.44103
C -3.60196 -3.50221 -3.16031
C -4.86308 -3.84267 -2.63737
C -5.25366 -3.41964 -1.39278
C -4.37656 -2.59654 -0.65998
N -4.65773 -2.03237 0.50132
H -1.71302 -2.52840 -2.84778
H -3.34825 -3.83742 -4.15436
H -5.53188 -4.44419 -3.23187
H -6.20303 -3.69139 -0.96284
*
```

Results of the Mulliken charge analysis, in e, for atoms 1 through 2: number 1, Re, carries 1.680; number 2, C, carries -1.204



(2)
DFT (wB97M-V/def2-TZVPD) results for a 3-piece molecular cluster, C20H36BNO4 overall.

HOMO level, eV: -8.20
SMILES string: CC(=O)N(BCc1ccccc1C)C(C)=O.CCOCC.CCOCC
Frontier orbital gap, Eh: 0.302

The geometry in ORCA input format:
```
! wB97M-V def2-TZVPD RIJCOSX def2/J DEFGRID3
* xyz 0 1
C 7.03279 -1.41663 2.85386
C 5.77539 -0.94732 1.93908
O 5.40037 -1.67139 0.99088
N 5.07238 0.35133 2.18298
B 4.61682 0.47593 3.60927
C 3.22224 1.31029 3.91647
C 2.52438 1.55121 2.47099
C 2.63255 2.90316 1.73344
C 2.00777 3.12688 0.33764
C 1.26993 1.90542 -0.29608
C 1.13345 0.55837 0.45331
C 1.76260 0.32288 1.87103
C 1.62375 -1.08674 2.61493
C 6.02227 1.39136 1.78084
C 6.01513 2.91613 2.23271
O 6.92071 1.05206 0.94337
H 7.55823 -0.45491 3.22297
H 6.72328 -2.09491 3.71383
H 7.76343 -1.91749 2.13949
H 5.22403 0.03150 4.54025
H 2.52548 0.73810 4.62544
H 3.44198 2.32044 4.43994
H 3.19860 3.75170 2.23731
H 2.13878 4.13322 -0.17677
H 0.82467 2.02109 -1.34196
H 0.59013 -0.30864 -0.03972
H 2.01454 -1.93082 1.93472
H 2.18264 -1.13000 3.61902
H 0.52340 -1.31984 2.86735
H 7.07494 3.31968 2.01084
H 5.83648 3.09761 3.34363
H 5.31563 3.56566 1.58679
C -3.80445 -1.33362 1.40189
C -3.35177 0.10534 1.58731
O -2.42202 0.53881 0.60504
C -2.86843 0.50782 -0.74443
C -4.08697 1.37710 -1.00059
H -2.94313 -2.00947 1.41106
H -4.48863 -1.62414 2.20342
H -4.32230 -1.47912 0.45221
H -2.84759 0.19345 2.55293
H -4.20867 0.78559 1.62399
H -3.04880 -0.52570 -1.05870
H -2.03824 0.87489 -1.35534
H -4.95212 1.05069 -0.42004
H -4.36091 1.34411 -2.05779
H -3.88094 2.41513 -0.72448
C -3.63851 -1.25405 -6.12944
C -3.56840 -1.60586 -4.65280
O -4.67150 -1.11930 -3.89983
C -5.95650 -1.58837 -4.28663
C -6.10321 -3.09769 -4.19728
H -3.70234 -0.16920 -6.26124
H -2.75061 -1.62049 -6.65089
H -4.51353 -1.69266 -6.61216
H -2.67339 -1.14761 -4.22467
H -3.45973 -2.68572 -4.51046
H -6.20377 -1.22689 -5.29033
H -6.67542 -1.12291 -3.60621
H -5.41169 -3.61647 -4.86399
H -7.11839 -3.39715 -4.46837
H -5.89678 -3.44182 -3.18005
*
```

Results of the Mulliken charge analysis, in e, for atoms 1 through 2: number 1, C, carries -0.884; number 2, C, carries 0.374



(3)
DFT (wB97M-V/def2-TZVPD) results for a 6-piece molecular cluster, C20H36BrF9N6O7S2Si overall.

HOMO level, eV: -8.96
SMILES string: O=S(=O)([Si@@H](Br)N=C=S)C(F)(F)C(F)(F)C(F)(F)C(F)(F)F.CNC(C)=O.CNC(C)=O.CNC(C)=O.CNC(C)=O.CNC(C)=O
Frontier orbital gap, Eh: 0.336

The geometry in ORCA input format:
```
! wB97M-V def2-TZVPD RIJCOSX def2/J DEFGRID3
* xyz 0 1
O 0.18279 -3.45673 -2.72184
S 0.65034 -2.61342 -1.65034
O 1.60394 -3.09917 -0.68270
Si 1.70856 -0.86192 -2.57394
Br 0.53589 0.11646 -4.13715
N 2.10321 0.14404 -1.24397
C 1.82460 1.32062 -1.11418
S 1.44169 2.81674 -0.92194
C -0.90378 -2.26161 -0.55263
F -0.46151 -2.44272 0.69318
F -1.81101 -3.21160 -0.83128
C -1.59452 -0.86270 -0.61805
F -0.72678 0.02154 -1.14650
F -1.86859 -0.47801 0.64236
C -2.95068 -0.69645 -1.36708
F -3.17383 0.63831 -1.30680
F -3.90043 -1.33715 -0.68128
C -3.01887 -1.11549 -2.87658
F -4.19099 -1.68581 -3.13500
F -2.88338 -0.04091 -3.65348
F -2.04000 -1.97233 -3.16474
H 2.88698 -1.50205 -3.14405
C -4.77812 1.78266 -5.45161
N -4.75304 2.12363 -6.85790
C -5.62374 2.90616 -7.55324
C -6.77623 3.51367 -6.78295
O -5.47337 3.10354 -8.74484
H -3.87272 2.12710 -4.94830
H -4.86189 0.70372 -5.31211
H -5.63148 2.25345 -4.97343
H -4.00744 1.75036 -7.42422
H -7.36495 4.10070 -7.48061
H -7.40736 2.74132 -6.34172
H -6.41754 4.16148 -5.98213
C 1.40009 -3.07591 3.09055
N 1.20856 -1.75319 3.65225
C 1.53288 -1.31232 4.89762
C 2.18727 -2.31174 5.82061
O 1.29707 -0.16327 5.23576
H 2.03521 -3.03783 2.20399
H 0.44528 -3.51655 2.80130
H 1.86472 -3.73171 3.82038
H 0.78102 -1.04831 3.07234
H 2.38275 -1.81759 6.76814
H 1.55020 -3.17856 5.98896
H 3.12722 -2.67587 5.40578
C -4.14506 3.48334 -0.55085
N -2.80234 3.82916 -0.96952
C -2.27389 5.05639 -1.22137
C -3.18583 6.25118 -1.05336
O -1.11033 5.17620 -1.56565
H -4.12715 2.96312 0.40854
H -4.62013 2.82426 -1.27964
H -4.76095 4.36994 -0.43855
H -2.14245 3.07606 -1.09432
H -2.61168 7.14126 -1.29026
H -4.04465 6.18907 -1.72271
H -3.55530 6.32359 -0.02988
C 5.98329 4.31143 -2.32209
N 4.99425 3.25700 -2.39373
C 5.11429 2.03095 -2.95688
C 6.43239 1.67896 -3.60581
O 4.17843 1.24430 -2.93286
H 6.21101 4.56492 -1.28565
H 5.63232 5.21272 -2.82692
H 6.90284 3.99136 -2.80178
H 4.08706 3.42741 -1.98378
H 6.35029 0.67092 -3.99981
H 6.66463 2.36517 -4.42082
H 7.24888 1.71630 -2.88402
C 3.84901 -6.73114 9.73320
N 3.61302 -6.32501 8.36441
C 2.53143 -5.68108 7.85175
C 1.41268 -5.32836 8.80631
O 2.47636 -5.39953 6.66653
H 4.74376 -6.25457 10.13716
H 3.97323 -7.81280 9.80765
H 3.00627 -6.44555 10.35442
H 4.32216 -6.53026 7.67810
H 0.63795 -4.82281 8.23843
H 0.99181 -6.22190 9.26858
H 1.76439 -4.66659 9.59854
*
```

Results of the Mulliken charge analysis, in e, for atoms 1 through 2: number 1, O, carries -0.634; number 2, S, carries 1.173



(4)
DFT (wB97M-V/def2-TZVPD) results for C20H36CoF3N4O9P2S as an isolated structure.

HOMO level (alpha / beta), eV: -11.57 / -11.52
Frontier orbital gap (alpha / beta), Eh: 0.342 / 0.340

The geometry in ORCA input format:
```
! wB97M-V def2-TZVPD RIJCOSX def2/J DEFGRID3
* xyz 1 2
Co 1.05850 0.98739 1.50232
N 2.58659 0.99917 5.16205
C 1.28517 1.04534 5.63060
C 0.48462 1.03830 4.53282
N 1.27856 0.98901 3.41491
C 2.52861 0.96777 3.82077
C 3.52811 0.89725 2.77273
N 3.05201 0.79203 1.55559
C 4.12438 0.78283 0.70061
C 5.26688 0.87085 1.43409
N 4.87208 0.94357 2.75846
H 3.41240 0.98753 5.73612
H 1.05879 1.07833 6.68077
H -0.58841 1.07140 4.46229
H 3.99527 0.71174 -0.36498
H 6.30290 0.89043 1.14809
H 5.48869 1.03693 3.54763
C -0.33750 -2.61907 -3.47351
C 0.14870 -1.19611 -3.60834
C 1.23799 -1.04007 -4.64441
O 0.70808 -0.76684 -2.32212
P 0.14537 0.46994 -1.52341
O 1.14095 0.84092 -0.47368
C -1.42321 0.00584 -0.78991
P -1.17558 -1.13259 0.58825
O 0.01503 -0.84389 1.42078
O -2.46984 -1.14032 1.46800
C -3.79110 -1.49405 0.94078
C -4.37059 -2.52388 1.87982
C -4.61754 -0.23201 0.84557
O -1.10456 -2.50743 -0.17367
C -0.47463 -3.68726 0.43049
C -1.22079 -4.88491 -0.10771
C 0.99595 -3.68272 0.08188
O -0.21214 1.56306 -2.56746
C 0.80970 2.40889 -3.22247
C 0.22508 2.77471 -4.56505
C 1.13005 3.60285 -2.35780
H -0.85759 -2.90972 -4.38703
H -1.01671 -2.73061 -2.62918
H 0.50699 -3.29655 -3.32859
H -0.68721 -0.53856 -3.85892
H 2.09163 -1.66828 -4.38405
H 1.57591 -0.00661 -4.71402
H 0.86593 -1.34694 -5.62297
H -2.07297 -0.46750 -1.52895
H -1.88300 0.92604 -0.41637
H -3.65898 -1.94211 -0.04798
H -4.47697 -2.10127 2.88000
H -3.72808 -3.40279 1.94040
H -5.35364 -2.83643 1.52613
H -4.71009 0.22820 1.83022
H -5.61545 -0.47228 0.47750
H -4.17044 0.49723 0.16984
H -0.60416 -3.61966 1.51278
H -1.09501 -4.95683 -1.18994
H -2.28646 -4.81850 0.11480
H -0.82928 -5.79603 0.34571
H 1.12301 -3.69845 -1.00202
H 1.46997 -4.57005 0.50356
H 1.49066 -2.79566 0.47782
H 1.70159 1.78945 -3.35311
H -0.70229 3.33168 -4.42331
H 0.01136 1.89067 -5.16614
H 0.92717 3.40520 -5.11064
H 0.22685 4.17723 -2.15461
H 1.83974 4.23338 -2.89590
H 1.56866 3.30954 -1.40481
F -2.42532 4.38039 2.40933
C -1.11382 4.44332 2.19959
F -0.48897 4.36455 3.37573
F -0.81582 5.60373 1.63141
S -0.57824 3.07852 1.11186
O -1.22907 3.31401 -0.14690
O -0.97930 1.82184 1.78358
O 0.88487 3.17490 1.15429
*
```

Results of the Mulliken charge analysis, in e, for atoms 1 through 2: number 1, Co, carries 0.037; number 2, N, carries -0.120



| no. | total energy (hartree) | largest force on an atom (eV/Å) |
| --- | --- | --- |
| 1 | -4743.48657 | 3.15 |
| 2 | -1164.01640 | 4.63 |
| 3 | -6197.69751 | 0.93 |
| 4 | -4443.27971 | 0.58 |